No. 1
{"formula": "C19H34BaN3O5P2", "method": "ωB97M-V with the def2-TZVPD basis set", "species": ["Ba", "P", "C", "C", "N", "C", "C", "C", "C", "C", "P", "H", "H", "H", "H", "H", "H", "H", "H", "O", "H", "H", "O", "H", "C", "H", "H", "H", "C", "H", "H", "H", "C", "H", "H", "H", "C", "H", "H", "H", "C", "C", "C", "C", "C", "C", "O", "N", "C", "O", "N", "C", "O", "H", "H", "H", "H", "H", "H", "H", "H", "H", "H", "H"], "positions_angstrom": [[-0.751, -0.144, -0.720], [-2.000, 2.033, -1.344], [-2.841, 1.317, -2.829], [-2.122, 0.304, -3.698], [-1.190, -0.465, -3.145], [-0.493, -1.403, -3.777], [-0.737, -1.608, -5.129], [-1.712, -0.839, -5.759], [-2.417, 0.124, -5.042], [0.569, -2.168, -3.008], [0.367, -2.438, -1.180], [-3.178, 0.728, -5.507], [-0.177, -2.355, -5.666], [-1.923, -0.990, -6.816], [0.660, -3.191, -3.401], [1.545, -1.667, -3.186], [-3.801, 0.845, -2.489], [-3.127, 2.204, -3.416], [-4.797, -2.592, 0.378], [-5.642, -2.334, -0.012], [-6.037, -3.128, -0.394], [-1.517, -4.158, 2.224], [-2.315, -4.627, 2.510], [-2.062, -5.136, 3.294], [-0.700, -3.821, -1.013], [-0.156, -4.648, -1.471], [-0.888, -4.062, 0.048], [-1.681, -3.724, -1.511], [1.937, -2.722, -0.500], [1.875, -2.898, 0.584], [2.292, -3.626, -0.991], [2.661, -1.910, -0.664], [-0.912, 3.282, -1.951], [-1.572, 4.019, -2.415], [-0.357, 3.764, -1.130], [-0.175, 2.944, -2.702], [-3.220, 2.638, -0.273], [-2.778, 3.073, 0.634], [-3.732, 3.410, -0.839], [-3.951, 1.878, 0.046], [4.665, 2.047, 2.132], [3.329, 2.638, 2.549], [2.202, 1.651, 3.053], [2.643, 0.706, 4.233], [3.479, -0.521, 3.920], [1.108, 2.522, 3.683], [1.356, 3.303, 4.598], [-0.192, 2.386, 3.261], [-0.615, 1.566, 2.219], [-1.794, 1.498, 1.935], [0.343, 0.871, 1.528], [1.647, 0.842, 1.849], [2.408, 0.178, 1.139], [5.189, 1.632, 2.999], [5.300, 2.852, 1.744], [4.561, 1.289, 1.346], [3.544, 3.362, 3.352], [2.906, 3.214, 1.706], [3.137, 1.332, 4.997], [1.716, 0.317, 4.695], [4.455, -0.286, 3.486], [3.649, -1.056, 4.860], [2.934, -1.190, 3.246], [-0.920, 2.940, 3.734]], "atomic_forces_ev_per_a": [[0.67, 0.73, 5.92], [-0.39, 0.56, -1.20], [-1.24, 0.59, -0.18], [0.19, -0.01, -0.62], [0.16, 0.06, -0.04], [-0.46, -0.02, -0.61], [-0.02, -0.07, 0.07], [0.00, 0.02, 0.08], [0.04, 0.01, -0.04], [0.75, -0.74, -0.25], [0.18, -0.75, -1.26], [-0.09, 0.06, -0.17], [0.03, -0.10, -0.17], [0.05, 0.03, 0.22], [0.10, 0.33, -0.43], [-0.41, -0.31, 0.20], [0.66, 0.44, -0.14], [-0.19, -0.47, -0.29], [-0.36, -0.23, 0.00], [0.20, 0.13, -0.17], [0.20, 0.09, 0.20], [-0.25, -0.28, 0.42], [0.28, 0.12, -0.15], [-0.01, 0.20, -0.24], [-0.25, -1.91, -0.09], [-0.44, -0.65, 0.08], [0.15, 0.09, -0.44], [0.50, 0.19, 0.12], [1.80, -1.32, 0.18], [-0.06, 0.11, -0.35], [0.74, -0.28, 0.25], [-0.47, -0.11, 0.05], [0.07, 1.67, -0.61], [0.46, 0.54, -0.25], [-0.29, -0.22, -0.24], [-0.45, -0.11, 0.34], [-1.64, 1.57, 0.41], [-0.06, -0.24, -0.40], [-0.68, 0.42, 0.30], [0.43, 0.14, -0.20], [0.19, -0.15, -0.18], [-0.41, 0.11, 0.21], [0.09, -0.03, -0.28], [-0.38, 0.26, 0.13], [0.17, -0.15, -0.13], [0.64, 1.16, 1.47], [-0.19, -0.90, -1.14], [-0.87, 0.04, -0.18], [2.19, -0.16, 0.34], [-1.04, -0.20, -0.44], [-1.17, 0.24, 0.10], [0.66, 0.27, 0.27], [0.04, 0.02, 0.05], [-0.07, -0.05, -0.23], [-0.12, -0.10, 0.05], [0.06, 0.10, 0.31], [-0.43, -0.27, -0.17], [0.09, -0.16, 0.27], [-0.26, -0.15, -0.39], [0.22, 0.33, -0.03], [-0.27, -0.12, 0.00], [0.02, 0.02, -0.12], [0.24, 0.06, 0.02], [0.70, -0.41, -0.23]], "lowdin_charge": [1.7350, 0.5127, -0.2743, -0.3297, -0.1369, -0.3294, 0.0023, -0.0096, 0.0040, -0.2645, 0.5059, 0.1228, 0.1219, 0.1253, 0.0990, 0.1167, 0.1213, 0.0999, 0.0233, -0.0614, 0.0418, 0.0143, -0.0640, 0.0494, -0.2647, 0.0563, 0.0432, 0.0705, -0.2768, 0.0701, 0.0551, 0.0659, -0.2597, 0.0526, 0.0674, 0.0657, -0.2804, 0.0564, 0.0548, 0.0783, -0.0994, -0.1603, -0.2529, -0.1584, -0.0930, -0.3999, 0.0828, 0.2035, -0.5844, -0.0175, -0.0376, -0.4724, -0.0018, 0.0704, 0.0781, 0.0691, 0.1209, 0.1240, 0.1316, 0.1257, 0.0645, 0.0803, 0.0662, 0.1797], "total_charge": 1, "e_homo_ha": -0.3728, "homo_lumo_gap_ev": 7.2}

=====

No. 2
{"formula": "C19H34CdF6OP2", "method": "ωB97M-V with the def2-TZVPD basis set", "species": ["P", "P", "C", "C", "H", "H", "H", "H", "C", "H", "H", "H", "C", "H", "H", "H", "C", "H", "H", "H", "C", "H", "H", "H", "Cd", "C", "C", "C", "C", "C", "C", "C", "C", "C", "H", "H", "H", "H", "H", "H", "H", "H", "H", "H", "H", "H", "H", "H", "H", "C", "C", "O", "C", "F", "F", "F", "C", "F", "F", "F", "H", "H", "H"], "positions_angstrom": [[0.936, -3.070, 0.120], [0.102, 1.964, 0.942], [0.647, -0.835, -0.317], [1.065, 0.375, 0.439], [0.032, -0.440, -1.157], [1.522, -1.169, -0.920], [1.774, 0.039, 1.216], [1.776, 0.872, -0.275], [-1.163, 3.275, -0.130], [-1.568, 4.105, 0.504], [-1.973, 2.791, -0.709], [-0.620, 3.837, -0.938], [1.356, 3.237, 0.624], [1.422, 3.524, -0.425], [2.348, 2.876, 0.872], [1.099, 4.161, 1.131], [-0.347, -4.073, -0.723], [-0.517, -4.977, -0.129], [-0.078, -4.354, -1.750], [-1.359, -3.626, -0.729], [2.454, -3.737, -0.702], [3.160, -2.919, -0.929], [2.254, -4.347, -1.598], [2.886, -4.390, 0.075], [-1.700, -1.341, -0.577], [-0.099, 1.009, -2.468], [-1.433, 0.750, -2.134], [-2.417, 0.239, -3.198], [-1.987, -1.147, -3.663], [-1.040, -1.836, -2.663], [0.316, -1.962, -2.854], [1.188, -1.027, -3.629], [0.629, 0.468, -3.677], [-1.185, -1.747, 1.923], [0.427, 1.865, -1.998], [-1.883, 1.270, -1.258], [-2.433, 0.888, -4.110], [-3.423, 0.226, -2.724], [-2.903, -1.780, -3.687], [-1.519, -1.096, -4.665], [-1.660, -2.545, -2.002], [0.890, -2.787, -2.416], [1.321, -1.341, -4.703], [2.219, -0.986, -3.190], [1.536, 1.103, -3.813], [0.031, 0.568, -4.608], [-1.083, -0.728, 2.322], [-0.300, -2.281, 2.301], [-2.014, -2.183, 2.503], [-1.037, 0.812, 4.737], [0.018, 1.517, 3.909], [0.187, 1.367, 2.392], [-0.176, 3.046, 3.956], [-0.291, 3.542, 5.209], [0.851, 3.699, 3.330], [-1.326, 3.364, 3.244], [1.396, 1.101, 4.519], [1.564, 1.514, 5.816], [1.523, -0.259, 4.527], [2.461, 1.573, 3.819], [-2.077, 0.999, 4.439], [-0.910, 1.265, 5.719], [-0.873, -0.259, 4.881]], "atomic_forces_ev_per_a": [[-0.76, 1.34, 2.26], [-0.28, -0.25, -3.12], [1.42, -1.81, -2.30], [2.51, 0.27, -1.47], [0.77, -0.72, 0.64], [-0.03, 1.08, 0.09], [-0.81, 0.85, 0.61], [-0.42, -0.25, 0.33], [-0.79, 0.46, -0.44], [0.29, -1.13, 0.08], [0.33, 0.26, 1.09], [0.31, -0.91, 0.78], [0.87, -0.13, 0.35], [-0.38, -0.50, -0.18], [0.23, 0.14, 0.53], [0.12, -0.04, 0.25], [-0.69, -0.47, -0.17], [0.37, 0.00, 0.01], [-0.17, 0.01, 0.27], [0.70, -0.46, 0.28], [-0.05, 0.29, -0.56], [-0.10, -0.43, 0.05], [0.18, 0.34, 0.14], [-0.02, 0.32, -0.33], [-1.23, 1.39, 4.66], [-1.14, 0.73, 0.07], [0.29, 1.63, -0.85], [0.13, 0.48, 0.39], [-0.18, -0.54, 0.43], [-0.19, -1.78, -2.41], [-0.80, -0.62, 0.09], [-0.15, 1.40, -0.71], [0.86, -0.34, -0.56], [-0.70, -0.18, 0.26], [-0.31, -0.77, 0.18], [0.52, -0.55, -1.28], [-0.09, 0.01, 0.83], [0.52, -0.05, -0.47], [0.63, 0.16, -0.45], [-0.29, -0.23, 0.51], [1.48, -0.24, -2.49], [-0.53, 0.44, -0.01], [-0.02, 0.04, 0.85], [-0.86, -0.19, -0.22], [-0.68, -0.33, -0.15], [0.20, 0.06, 0.48], [-0.12, 0.14, -0.38], [-0.06, 0.03, -0.45], [-0.14, 0.04, -0.23], [-0.66, -0.23, -0.27], [0.90, 1.45, -1.63], [-1.11, -0.65, 5.22], [-0.35, 1.03, -0.06], [-0.01, -0.32, -1.16], [-1.04, -0.43, 1.04], [1.34, -0.26, 1.09], [1.68, -0.82, 0.05], [-0.58, -0.21, -1.39], [-0.36, 1.35, -0.09], [-1.02, -0.19, 0.49], [0.46, -0.04, -0.25], [-0.04, 0.09, 0.18], [0.05, 0.22, -0.53]], "nbo_charge": [0.7933, 1.6871, -0.7926, -0.7139, 0.3084, 0.2281, 0.2619, 0.2189, -0.8666, 0.2397, 0.2352, 0.2245, -1.0221, 0.2567, 0.2414, 0.2586, -0.9829, 0.2540, 0.2220, 0.2106, -0.9913, 0.2372, 0.2183, 0.2495, 0.9138, -0.3817, -0.3224, -0.4480, -0.4544, -0.3661, -0.2372, -0.4320, -0.4387, -1.2344, 0.1850, 0.2074, 0.1982, 0.2151, 0.2172, 0.2100, 0.1731, 0.1980, 0.2099, 0.2038, 0.2105, 0.1981, 0.1544, 0.1912, 0.1789, -0.6617, 0.1687, -0.8519, 0.9589, -0.3026, -0.3190, -0.3267, 0.9602, -0.3160, -0.3082, -0.3116, 0.2584, 0.2506, 0.2751], "e_homo_ha": [-0.1587, -0.1586], "homo_lumo_gap_ev": [3.7, 3.7]}